Here is a structure of composition H18Na2O13S in a non-equilibrium geometry from OMol25. Energies are from ωB97M-V with the def2-TZVPD basis set.

```
34
Properties=species:S:1:pos:R:3:nbo_charge:R:1
Na 11.3694 8.6434 -8.9625 0.978
Na 13.2887 7.8518 -12.2061 0.980
S 13.4359 10.6569 -11.2248 2.656
O 14.4971 10.7897 -10.2118 -1.056
O 12.2629 9.8173 -10.7641 -1.198
O 12.8861 11.9677 -11.5910 -1.049
O 13.9511 10.0452 -12.4493 -1.128
O 15.4905 13.1712 -12.2521 -0.949
H 15.4690 13.0175 -13.1966 0.466
H 14.6943 12.7543 -11.9229 0.472
O 15.8777 8.9156 -8.9217 -0.940
H 15.5985 8.1301 -9.3921 0.434
H 15.4299 9.6344 -9.3679 0.485
O 13.3007 10.5722 -7.8551 -0.951
H 13.9856 10.7759 -8.4920 0.504
H 12.4824 10.7628 -8.3136 0.435
O 13.0893 10.5021 -14.8534 -0.969
H 13.5459 10.2975 -14.0374 0.479
H 13.6736 11.1073 -15.3101 0.468
O 10.9931 13.3632 -13.0463 -0.952
H 11.3459 13.4884 -13.9273 0.461
H 11.6005 12.7522 -12.6292 0.480
O 16.4273 10.0522 -13.3476 -0.975
H 15.5629 9.9281 -12.9557 0.476
H 16.9261 10.5273 -12.6830 0.478
O 11.7820 13.7125 -10.3130 -0.955
H 11.0037 13.2166 -10.0590 0.436
H 12.2710 13.1173 -10.8812 0.475
O 9.9037 10.1066 -11.5184 -0.964
H 10.7711 9.8428 -11.2116 0.465
H 9.6909 10.8819 -10.9988 0.467
O 15.7911 12.8540 -9.1933 -0.955
H 15.2895 13.5297 -9.6493 0.471
H 15.4719 12.0295 -9.5602 0.472
```

HOMO level   -0.3566 Ha